# 1
The following is a quantum chemistry calculation of an isolated molecule of C3H2ClFO3, from OMol25.

Calculated values
Spin multiplicity: 3
Frontier orbital gap (spin up / spin down) in eV: 9.0 / 7.1
HOMO energy (spin up / spin down) in eV: -8.264 / -11.865

Atoms and positions in Å:
C  2.61  -0.30  -0.04
H  -0.05  -0.19  -1.44
O  1.78  0.55  0.65
O  2.03  -1.15  -0.79
O  3.74  -0.26  0.17
C  0.10  -0.64  -0.43
Cl  -0.56  -2.13  0.15
H  -0.07  0.39  1.42
F  -0.13  1.54  0.00
C  0.47  0.40  0.48

=====

# 2
The following is a quantum chemistry calculation of a 11-piece molecular cluster, C4H32NO10 overall, from OMol25.

Calculated values
Charge: +1
Frontier orbital gap in eV: 11.6
HOMO energy in eV: -13.967
Energy relative to the best compared isomer or geometry (same formula, charge and spin) in kcal/mol: 44.0

Atoms and positions in Å:
H  3.82  0.10  -3.05
H  0.47  -1.62  3.12
O  2.07  -2.39  -1.85
O  -4.05  0.94  -1.60
H  0.48  1.44  0.77
O  3.63  -1.91  0.35
O  -0.12  -3.16  -0.16
H  -2.43  -1.09  0.64
C  -1.36  1.88  2.00
H  -1.90  3.86  -2.53
H  1.93  1.11  2.79
H  -2.31  1.97  2.50
H  -0.08  1.57  -1.43
H  1.13  0.41  -1.41
H  4.46  -2.31  0.59
H  -2.81  -0.39  2.14
H  -4.02  1.61  -2.36
H  2.81  -1.87  -1.35
H  3.56  -0.95  0.45
H  0.18  -2.58  1.93
O  3.72  0.87  0.10
H  -1.31  -0.89  1.98
O  -0.21  -2.03  2.63
H  -0.97  2.85  1.73
H  -2.25  1.10  0.10
H  -1.77  2.41  -2.85
C  0.08  0.54  -1.19
N  -2.09  -0.41  1.42
H  -0.63  -0.17  -1.80
O  -3.46  -1.45  -0.98
H  0.05  -0.39  0.63
H  -3.70  -1.07  -1.82
C  -0.14  0.63  0.38
C  -1.57  0.86  0.87
H  2.50  0.74  -2.67
O  1.11  1.42  3.30
O  -2.33  3.03  -2.35
H  -3.19  0.96  -1.22
O  3.45  0.89  -2.59
H  0.55  -2.55  -0.60
H  -4.13  -1.98  -0.60
H  -0.80  1.37  2.79
H  -0.29  -3.64  -0.97
H  2.27  -3.35  -1.74
H  3.95  0.89  -0.84
H  4.25  1.52  0.56
H  1.45  1.24  4.18

=====

# 3
The following is a quantum chemistry calculation of C27H45CoN6O3PS as an isolated structure, from OMol25.

Calculated values
Charge: +1
Frontier orbital gap (spin up / spin down) in eV: 5.7 / 5.4
HOMO energy (spin up / spin down) in eV: -9.247 / -9.223
Energy relative to the best compared isomer or geometry (same formula, charge and spin) in kcal/mol: 38.2

Atoms and positions in Å:
C  0.86  -3.75  -1.72
C  0.59  3.70  -4.01
C  0.11  -2.60  -1.10
N  -3.53  0.98  -2.15
H  2.45  3.01  1.95
H  -2.41  -2.26  2.55
O  -1.37  1.43  -1.65
C  -2.53  1.86  -1.85
C  -1.79  4.03  -1.05
C  -4.21  4.18  3.28
H  -2.42  5.32  3.62
H  -3.50  4.93  -2.59
N  -2.16  0.13  1.17
C  -3.21  -0.42  -2.34
H  -5.82  2.86  2.79
H  1.55  3.97  -4.45
C  -0.52  1.79  -5.23
C  3.34  1.39  0.79
C  -2.70  -2.45  1.51
H  -2.28  4.53  -0.20
O  0.40  -1.44  -1.48
H  -3.79  -1.03  -1.65
C  -3.94  2.11  2.09
H  -3.43  -0.73  -3.37
C  -0.58  0.46  -5.05
H  0.22  -4.26  -2.45
H  -1.08  -0.31  -5.62
H  0.30  -0.72  -3.47
H  1.17  1.30  2.95
N  -1.35  -0.66  0.49
C  -0.89  -2.90  -0.15
H  -1.10  -3.95  0.04
P  2.02  0.13  1.05
H  2.20  -2.26  1.03
C  -2.57  2.35  1.99
C  2.94  -1.46  0.94
H  -5.51  0.37  -2.05
H  2.05  3.04  0.23
H  2.63  0.40  3.37
H  4.85  -0.91  1.84
S  1.72  1.42  -2.09
H  -4.36  1.21  1.66
C  2.84  2.83  0.95
C  -4.76  3.04  2.72
H  1.75  -3.40  -2.22
H  3.73  -1.69  2.97
H  4.14  1.19  1.51
H  0.62  -0.63  4.47
H  3.66  3.52  0.77
N  0.20  0.17  -3.95
H  -5.28  2.04  -1.58
H  1.28  -1.76  3.28
C  -4.95  1.28  -2.28
H  -3.61  -1.89  1.33
N  0.28  2.30  -4.23
C  0.70  1.30  -3.43
H  -4.29  3.48  -3.18
C  -2.03  3.52  2.52
H  -2.88  -3.51  1.38
H  0.64  3.89  -2.94
C  -1.68  1.38  1.33
O  -0.53  1.72  0.97
H  3.32  -1.50  -0.08
H  -2.16  -0.59  -2.14
C  4.08  -1.68  1.93
H  -0.16  -0.81  2.90
Co  0.16  0.35  -0.47
H  -0.95  2.42  -5.99
H  -4.84  4.88  3.81
C  0.80  -0.78  3.41
C  -2.85  4.43  3.18
H  -0.98  3.42  -0.67
N  -2.76  3.20  -1.75
H  3.74  1.24  -0.21
H  -5.22  1.57  -3.30
C  -1.62  -1.97  0.58
H  -1.40  4.80  -1.72
H  -4.67  4.12  -1.56
H  1.12  -4.48  -0.95
H  -0.97  3.69  2.42
H  4.55  -2.64  1.74
C  1.67  0.34  2.84
C  -3.88  3.95  -2.30
H  -0.19  4.31  -4.46

=====

# 4
The following is a quantum chemistry calculation of H15O7 as an isolated structure, from OMol25.

Calculated values
Charge: +1
Frontier orbital gap in eV: 4.5
HOMO energy in eV: -15.136
Energy relative to the best compared isomer or geometry (same formula, charge and spin) in kcal/mol: 291.4

Atoms and positions in Å:
H  0.18  2.62  -1.07
O  2.22  0.34  -0.64
H  0.93  -1.01  -3.28
O  1.00  -0.96  1.25
H  3.16  0.63  -0.53
H  -3.63  -0.84  1.03
H  0.86  -0.14  1.99
H  1.59  -0.68  -1.80
H  1.19  1.45  -0.61
H  1.62  -0.33  0.28
O  -1.02  -1.75  -0.28
H  -0.23  0.56  -0.20
O  0.43  2.02  -0.34
H  -1.32  0.67  1.75
H  -0.32  1.81  1.20
H  -2.16  -0.89  0.66
H  -1.01  0.39  0.38
O  0.82  -1.10  -2.26
H  -0.51  -2.02  -1.07
O  -0.62  1.21  2.06
O  -2.83  -0.31  1.09
H  -0.36  -1.67  0.36